1.
C14H17N5O4 | ωB97M-V/def2-TZVPD

Relative energy (zero: lowest compared OMol25 entry of this formula, charge and spin) ... 9.4 kcal per mole
E ... -30431.4736 eV
Lowest unoccupied orbital energy ... -0.34 eV
HOMO ... -8.880 eV
Largest force on an atom ... 6.34 eV/A
HOMO-LUMO gap ... 8.54 eV

Structure (ORCA input):
```
! RIJCOSX wB97M-V def2-TZVPD def2/J DEFGRID3
* xyz 0 1
O 1.1332 -3.4533 -0.4970
O 2.1097 -2.3460 1.1182
N -2.0603 0.0847 -2.0220
N -1.3369 1.5279 1.0067
O 2.1200 0.0477 2.0125
O 4.1612 -0.7581 0.2731
C 1.7644 -2.4905 -0.1023
C -3.2381 0.2760 -1.5298
C -0.0473 1.5551 1.0662
C -5.2959 -0.9064 1.3245
C -1.2044 0.4280 -1.0833
C -1.9210 0.9981 -0.0680
C -4.4670 0.1760 1.4112
C 0.3002 0.2884 -0.9432
N -3.2219 0.9241 -0.4245
N 0.8317 0.9143 0.2307
N 0.9457 -0.5951 -1.6898
C -4.3625 1.3276 0.4624
C 2.9723 1.9442 1.1306
C 2.9669 -1.6758 -2.2785
C 2.2244 0.6414 0.6952
C 2.1608 -1.2769 -1.0438
C 3.0253 -0.1509 -0.3818
H 2.1857 -0.9761 1.8676
H 3.7490 -1.1843 1.0611
H -4.2377 0.1795 -1.9126
H 0.5116 2.1951 1.7967
H -5.2110 -1.7311 1.9772
H -5.9293 -1.0882 0.5511
H -3.9260 0.3432 2.3678
H 0.3974 -1.2261 -2.3074
H -4.3312 2.2384 1.0320
H -5.1812 1.5350 -0.1367
H 2.8820 2.7251 0.3848
H 3.9911 1.9215 1.5570
H 2.5932 2.3124 2.0632
H 4.0128 -1.4390 -2.1531
H 2.5813 -1.1581 -3.2096
H 2.9121 -2.7183 -2.4731
H 3.4399 0.5903 -1.1331
*
```

natural (NBO) population analysis, charges in e, atoms 1 to 2:
1. O -0.6589
2. O -0.7917

---

2.
C5H24O7 | ωB97M-V/def2-TZVPD

Relative energy (zero: lowest compared OMol25 entry of this formula, charge and spin) ... 52.2 kcal per mole
E ... -19904.2514 eV
Lowest unoccupied orbital energy ... 0.14 eV
Structure (SMILES) ... CO.CO.CO.CO.CO.O.O
HOMO ... -9.834 eV
Largest force on an atom ... 2.66 eV/A
HOMO-LUMO gap ... 9.97 eV

Structure (ORCA input):
```
! RIJCOSX wB97M-V def2-TZVPD def2/J DEFGRID3
* xyz 0 1
O 8.3566 9.4377 9.6398
H 8.2065 9.4592 8.6922
H 9.0811 8.7753 9.7260
O 6.1463 8.1279 11.1159
H 5.7789 8.9809 11.0593
H 6.9831 8.1845 10.6371
C 9.3020 7.5013 5.0369
O 7.9665 7.8468 5.5611
H 10.0032 7.4021 5.8637
H 9.2746 6.4849 4.5821
H 9.5962 8.3062 4.3110
H 8.1278 8.5913 6.1148
C 4.9264 6.6903 4.5465
O 5.7196 6.1216 5.4915
H 4.3275 5.9361 4.0785
H 4.1489 7.3499 5.0394
H 5.4158 7.2181 3.7292
H 6.4589 6.7200 5.7561
C 5.4167 5.2881 8.4316
O 6.1745 5.9218 9.4128
H 5.9472 4.4581 8.0312
H 4.5916 4.7564 8.9464
H 4.9616 5.9330 7.6676
H 5.7311 6.7381 9.7097
C 6.4623 10.9332 7.1347
O 5.4335 10.9749 6.1602
H 6.4851 9.9460 7.5741
H 7.5202 11.0369 6.7719
H 6.2060 11.6882 7.8959
H 5.7348 10.3687 5.4365
C 8.6828 5.7415 11.2213
O 8.8102 6.4986 10.0172
H 7.9185 6.1316 11.8592
H 8.5066 4.6465 11.0526
H 9.5268 5.9513 11.8348
H 7.9272 6.3983 9.5701
*
```

natural (NBO) population analysis, charges in e, atoms 1 to 2:
1. O -0.9542
2. H 0.4578

---

3.
C59H52ClGeN4O9PTl | ωB97M-V/def2-TZVPD

Relative energy (zero: lowest compared OMol25 entry of this formula, charge and spin) ... 15.9 kcal per mole
E ... -169439.5740 eV
Lowest unoccupied orbital energy (spin up / spin down) ... 3.69 / 3.14 eV
HOMO (spin up / spin down) ... -1.771 / -1.750 eV
Largest force on an atom ... 3.90 eV/A
HOMO-LUMO gap (spin up / spin down) ... 5.46 / 4.89 eV

Structure (ORCA input):
```
! RIJCOSX wB97M-V def2-TZVPD def2/J DEFGRID3
* xyz -2 2
Tl -0.2146 -0.2564 -0.6213
O -2.9627 4.5821 3.4321
C -1.7509 4.5695 3.9380
O -1.3428 5.4197 4.7016
C -0.9063 3.4207 3.5080
C 0.3119 3.0437 4.0367
Cl 1.2311 3.8677 5.2159
N 0.7326 1.9275 3.3767
N -0.1649 1.5887 2.4230
C -1.1467 2.4609 2.5005
C -2.3368 2.3531 1.5686
O -3.3472 3.0335 1.9224
O -2.2235 1.6472 0.5615
C 1.8672 1.0632 3.5506
C 2.1563 0.1624 2.5296
C 3.2443 -0.6889 2.6326
C 4.0415 -0.6667 3.7688
C 3.7291 0.2042 4.8001
C 2.6460 1.0681 4.7028
H -3.0890 3.8086 2.7464
H 1.5298 0.1174 1.6528
H 3.4537 -1.3720 1.8169
H 4.8937 -1.3297 3.8442
H 4.3265 0.2180 5.7040
H 2.4248 1.7212 5.5275
O 4.4938 -4.1520 -3.0609
C 3.6529 -3.3920 -2.6073
C 2.6302 -2.6230 -3.4014
O 2.5503 -2.5868 -4.6225
C 1.7639 -1.9400 -2.4232
C 2.1889 -2.3071 -1.1021
O 1.5613 -1.9739 -0.0555
C 3.4339 -3.0644 -1.1615
O 4.1556 -3.3755 -0.2121
O 0.7907 -1.1799 -2.6612
C -1.5337 2.8695 -4.3869
C -1.1336 2.1685 -3.2395
N -1.4098 0.9039 -3.0255
C -2.1185 0.2331 -3.9536
C -2.5724 0.8472 -5.1357
C -2.2579 2.2017 -5.3339
C -3.3244 0.0963 -6.0992
C -3.5982 -1.2057 -5.8962
C -3.1374 -1.8771 -4.7157
C -3.3814 -3.2420 -4.4955
C -2.8842 -3.8383 -3.3712
C -2.1614 -3.0505 -2.4643
N -1.9402 -1.7684 -2.6289
C -2.4027 -1.1768 -3.7420
H -1.2656 3.9110 -4.5020
H -0.5771 2.6786 -2.4601
H -2.5877 2.6957 -6.2411
H -3.6515 0.5983 -7.0025
H -4.1572 -1.7765 -6.6289
H -3.9497 -3.8045 -5.2280
H -3.0409 -4.8889 -3.1681
H -1.7607 -3.4923 -1.5638
C -2.4700 -0.7807 3.8914
C -1.8505 -2.1824 3.9834
C -0.6063 -2.0969 4.8728
C -2.8790 -3.1239 4.6126
P -1.2744 -2.5667 2.2170
C -2.9380 -2.7001 1.4261
C -3.7624 -3.8256 1.3570
C -5.0078 -3.7664 0.7473
C -5.4661 -2.5725 0.2034
C -4.6671 -1.4421 0.2717
C -3.4160 -1.5101 0.8697
C -0.4807 -4.2780 2.1705
C -0.9897 -5.3725 3.1082
C -0.5558 -4.7452 0.7098
C 1.0109 -4.0405 2.4656
H -2.6329 -0.3847 4.8988
H -3.4328 -0.7979 3.3781
H -1.8154 -0.0927 3.3535
H -0.8773 -1.6666 5.8427
H 0.1621 -1.4641 4.4220
H -0.1718 -3.0810 5.0557
H -3.3496 -2.6189 5.4635
H -2.4246 -4.0405 4.9874
H -3.6725 -3.3889 3.9114
H -3.4326 -4.7693 1.7689
H -5.6264 -4.6556 0.7038
H -6.4406 -2.5250 -0.2676
H -4.9982 -0.5011 -0.1496
H -2.8175 -0.6049 0.9149
H -2.0568 -5.5744 3.0152
H -0.7804 -5.1285 4.1502
H -0.4537 -6.3002 2.8794
H -1.5608 -5.0559 0.4210
H 0.1188 -5.5946 0.5694
H -0.2147 -3.9510 0.0400
H 1.1796 -3.7065 3.4907
H 1.4301 -3.3010 1.7809
H 1.5594 -4.9770 2.3219
C 3.5157 2.2275 0.6981
Ge 2.1208 1.9241 -0.6726
C 3.0591 1.3314 -2.2866
C 4.2088 0.5520 -2.1486
C 4.8004 -0.0469 -3.2532
C 4.2408 0.1149 -4.5113
C 3.0971 0.8878 -4.6642
C 2.5087 1.4813 -3.5600
C 1.3448 3.7412 -0.9064
C 0.0693 3.9178 -0.4299
C -0.5319 5.1950 -0.3485
C 0.1612 6.2984 -0.7476
C 1.4766 6.1734 -1.2622
C 2.2150 7.3098 -1.6772
C 3.4815 7.1852 -2.1702
C 4.0687 5.9068 -2.2884
C 3.3812 4.7936 -1.8965
C 2.0717 4.8883 -1.3541
H 4.2731 2.8913 0.2769
H 3.9801 1.2959 1.0173
H 3.0672 2.7025 1.5707
H 4.6357 0.3879 -1.1657
H 5.6715 -0.6773 -3.1244
H 4.6710 -0.3927 -5.3650
H 2.6363 0.9861 -5.6395
H 1.5991 2.0588 -3.6879
H -0.5031 3.0555 -0.1086
H -1.5358 5.2831 0.0502
H -0.2789 7.2869 -0.6748
H 1.7518 8.2869 -1.5924
H 4.0366 8.0635 -2.4773
H 5.0684 5.8110 -2.6940
H 3.8207 3.8114 -2.0149
*
```

Mulliken population analysis, charges in e, atoms 1 to 2:
1. Tl 0.8864
2. O -0.6811

---

4.
C23H31Br40FNO3 | ωB97M-V/def2-TZVPD

E ... -2836398.3863 eV
Lowest unoccupied orbital energy ... 0.76 eV
HOMO ... -5.744 eV
Largest force on an atom ... 3.18 eV/A
HOMO-LUMO gap ... 6.50 eV

Structure (ORCA input):
```
! RIJCOSX wB97M-V def2-TZVPD def2/J DEFGRID3
* xyz -1 1
C 2.8895 1.2545 -4.1805
C 1.8817 0.9932 -5.3393
C 0.5010 1.6123 -5.0414
C -0.6217 0.5389 -4.8585
C -1.8948 1.3284 -4.4462
N -0.1441 -0.3592 -3.8362
F 0.1041 0.3303 -2.6677
C -0.8180 -1.6273 -3.6227
Br -2.3472 -1.9700 -4.7749
C 0.2132 -2.7759 -3.8045
O 0.3481 -3.0508 -5.2084
C 0.2073 -4.4127 -5.5090
C 1.3508 -5.3003 -4.9610
C -1.3285 -1.7775 -2.1185
O -2.4500 -1.3914 -1.8527
O -0.5566 -2.3371 -1.2421
H 3.3611 0.3250 -3.8651
H 2.4062 1.7111 -3.3184
H 3.6461 1.9656 -4.5165
H 1.8251 -0.0641 -5.5864
H 2.2747 1.5309 -6.2061
H 0.4930 2.2218 -4.1377
H 0.1787 2.2580 -5.8637
H -0.7158 0.0804 -5.8354
H -1.7873 2.3862 -4.6694
H -2.1805 1.1300 -3.4153
H -2.7104 0.9796 -5.0866
H 1.1808 -2.4758 -3.4119
H -0.1719 -3.6782 -3.3288
H 0.2479 -4.4794 -6.5976
H -0.7574 -4.8193 -5.1835
H 2.1130 -5.4286 -5.7297
H 0.9611 -6.2667 -4.6423
H 1.8519 -4.8456 -4.1065
C 0.6724 1.3754 1.2585
Br 0.2990 -0.2063 0.2307
Br 2.3532 2.1917 0.7615
Br -0.7893 2.6418 1.1335
H 0.7615 1.0867 2.2964
C -4.4628 2.5846 -7.4292
Br -2.9355 2.5328 -8.6078
Br -5.0528 0.8127 -6.9465
Br -4.1315 3.6685 -5.8714
H -5.2705 3.0526 -7.9749
C -2.3263 5.3253 -2.2125
Br -3.7061 3.9995 -2.4263
Br -1.0240 5.2406 -3.6292
Br -3.0636 7.1063 -2.0349
H -1.8099 5.1013 -1.2894
C -2.2316 -4.2578 2.0504
Br -1.0153 -4.7045 3.5085
Br -1.3158 -3.5142 0.4838
Br -3.3613 -5.7809 1.6153
H -2.8888 -3.4830 2.4232
C 4.5045 1.1422 4.9535
Br 3.1921 -0.1855 4.4399
Br 5.8146 1.4295 3.5730
Br 3.6863 2.7899 5.5240
H 5.0358 0.7404 5.8074
C -5.2315 -5.0200 -6.0261
Br -7.1230 -5.1506 -5.6627
Br -4.7991 -3.3643 -6.9224
Br -4.1851 -5.2846 -4.4334
H -4.9840 -5.8203 -6.7073
C 2.7553 -0.0922 7.8740
Br 1.1237 0.6915 8.5302
Br 4.3205 0.5460 8.8025
Br 2.6756 -2.0188 7.8733
H 2.8552 0.2248 6.8455
C -6.9748 6.6360 -5.5971
Br -5.4256 6.7518 -4.4538
Br -7.7393 8.3740 -5.9395
Br -6.6061 5.6908 -7.2406
H -7.7187 6.0614 -5.0649
C 8.5130 1.5466 9.0449
Br 7.5045 1.6079 7.4049
Br 8.2136 -0.1026 9.9973
Br 10.3901 1.8671 8.7417
H 8.1499 2.3474 9.6722
C 7.1549 -2.2665 3.3178
Br 8.6981 -2.0471 2.1832
Br 6.5855 -4.1045 3.4054
Br 7.4583 -1.5312 5.0731
H 6.3475 -1.7011 2.8721
C -1.0241 -1.8437 6.5824
Br -2.3458 -3.2072 6.2297
Br 0.2543 -1.5921 5.1595
Br -1.8458 -0.1679 7.0691
H -0.4562 -2.1789 7.4408
C -2.3372 -1.6731 10.8006
Br -3.9808 -0.8832 11.4260
Br -0.8197 -1.0631 11.8232
Br -2.4396 -3.5970 10.7568
H -2.1913 -1.3381 9.7820
C -1.1598 3.8384 5.3800
Br -1.5948 5.2807 4.1748
Br -0.3039 2.3804 4.4611
Br -0.1071 4.4635 6.8736
H -2.0921 3.4641 5.7771
*
```

Mulliken population analysis, charges in e, atoms 1 to 2:
1. C -1.1043
2. C -0.3653

---

Question: The lowest largest force on an atom belongs to which entry?
Answer: C5H24O7

---

Question: The highest largest force on an atom belongs to which entry?
Answer: C14H17N5O4

---

Question: Look up the largest force on an atom of the second one.
Answer: 2.66 eV/A